{"formula": "C5H5NO", "method": "ωB97M-V with the def2-TZVPD basis set", "de_lowest_kcal_mol": 91.5, "orbital_gap_ha": 0.3737, "e_tot_ev": -8799.4503, "largest_force_ev_per_a": 5.4, "species": ["C", "C", "C", "C", "N", "C", "O", "H", "H", "H", "H", "H"], "positions_angstrom": [[2.826, 0.329, -0.150], [1.672, -0.059, -0.013], [0.374, -0.429, 0.545], [-0.659, -1.440, -0.215], [-1.695, -0.442, -0.061], [-0.842, 0.631, 0.019], [-1.125, 1.739, -0.049], [3.943, 0.211, -0.666], [0.483, -0.642, 1.578], [-0.325, -1.943, -1.158], [-0.753, -2.256, 0.456], [-2.706, -0.376, -0.501]], "forces_ev_per_a": [[2.0907, -1.6482, -2.3466], [1.4651, 0.1508, 0.6188], [-1.2126, 1.4184, -4.3103], [2.1214, -0.9047, 1.3809], [-2.3532, -0.1839, -2.4031], [0.0335, -4.5337, 2.9186], [0.1625, 4.7100, -0.5569], [-3.6725, 0.8471, 1.9509], [-0.4879, 0.0905, 0.9675], [-0.4806, 1.3896, 0.1613], [-0.6379, -0.9702, 0.6604], [2.9716, -0.3656, 0.9586]], "nbo_charge": [-0.247, -0.046, -0.377, -0.205, -0.646, 0.728, -0.530, 0.273, 0.251, 0.205, 0.184, 0.408]}


{"formula": "C20H34CsN10S5Sb", "method": "ωB97M-V with the def2-TZVPD basis set", "charge": -2, "de_lowest_kcal_mol": 16.4, "orbital_gap_ha": 0.1174, "e_tot_ev": -97454.9094, "largest_force_ev_per_a": 0.5, "species": ["Cs", "C", "C", "N", "N", "C", "S", "N", "N", "H", "H", "H", "H", "H", "H", "C", "N", "C", "C", "N", "C", "C", "C", "C", "C", "C", "N", "C", "N", "C", "C", "N", "C", "C", "N", "C", "C", "H", "H", "H", "H", "H", "H", "H", "H", "H", "H", "H", "H", "H", "H", "H", "H", "H", "H", "H", "H", "H", "H", "H", "H", "H", "H", "H", "H", "S", "Sb", "S", "S", "S", "C"], "positions_angstrom": [[0.645, -1.106, -1.227], [0.547, 0.081, -6.946], [-0.452, -0.871, -6.417], [-1.032, -1.831, -7.065], [-1.841, -2.420, -6.128], [-1.757, -1.857, -4.909], [-2.512, -2.377, -3.507], [-0.913, -0.822, -5.117], [-0.412, -0.034, -4.081], [0.942, -0.307, -7.882], [1.359, 0.235, -6.221], [0.085, 1.055, -7.131], [-2.322, -3.277, -6.321], [-0.184, 0.880, -4.462], [0.529, -0.445, -3.900], [1.107, -0.703, 4.139], [2.318, -0.283, 3.483], [3.381, 0.156, 4.353], [2.297, 0.071, 2.132], [1.233, 0.547, 1.528], [0.422, 1.434, 2.216], [0.910, 2.309, 3.201], [0.095, 3.218, 3.856], [-1.244, 3.316, 3.512], [-1.739, 2.505, 2.500], [-0.941, 1.563, 1.847], [-1.440, 0.849, 0.751], [-2.636, 0.366, 0.791], [-3.380, 0.279, -0.349], [-2.914, 0.959, -1.546], [-4.335, -0.789, -0.580], [-3.279, -0.117, 1.933], [-4.622, 0.303, 2.256], [-2.496, -0.587, 3.052], [3.438, -0.149, 1.462], [3.632, 0.380, 0.116], [4.437, -1.128, 1.868], [1.353, -1.468, 4.882], [0.441, -1.146, 3.402], [0.583, 0.122, 4.640], [3.000, 0.890, 5.076], [4.168, 0.624, 3.767], [3.820, -0.680, 4.909], [1.969, 2.279, 3.428], [0.517, 3.874, 4.608], [-1.891, 4.039, 3.995], [-2.767, 2.615, 2.173], [-2.384, 1.866, -1.267], [-3.784, 1.205, -2.161], [-2.250, 0.331, -2.146], [-4.378, -1.448, 0.283], [-4.037, -1.371, -1.453], [-5.337, -0.385, -0.766], [-5.080, 0.776, 1.390], [-4.612, 1.025, 3.083], [-5.239, -0.551, 2.554], [-1.535, -0.943, 2.689], [-3.023, -1.421, 3.525], [-2.315, 0.192, 3.803], [2.985, 1.235, -0.055], [3.445, -0.387, -0.636], [4.671, 0.691, 0.002], [4.046, -1.759, 2.661], [5.349, -0.628, 2.214], [4.660, -1.765, 1.012], [5.593, -3.839, -2.870], [3.340, -3.465, -2.617], [2.942, -3.313, -0.298], [2.624, -1.026, -3.947], [3.594, 1.696, -3.075], [2.605, 0.732, -4.011]], "forces_ev_per_a": [[-0.2937, 0.1986, 0.4009], [0.0460, 0.1189, 0.0318], [-0.0204, 0.0237, 0.0645], [-0.0209, -0.0950, -0.1137], [0.0550, 0.0695, 0.0666], [-0.2821, -0.2561, -0.1188], [-0.0768, -0.0287, 0.0753], [0.1758, 0.0901, -0.0285], [0.1149, -0.0798, -0.0545], [0.0112, -0.0036, -0.0031], [-0.0370, -0.0447, -0.0023], [0.0090, -0.0118, -0.0074], [0.0016, -0.0043, -0.0171], [0.0095, 0.0562, -0.0174], [0.0679, 0.2133, -0.1017], [0.0202, -0.0307, 0.0314], [-0.0038, 0.0135, -0.0548], [-0.0214, -0.0333, -0.0291], [0.0563, -0.0064, -0.0693], [0.1463, 0.0017, 0.1662], [-0.1030, 0.0616, -0.0420], [-0.0342, -0.0745, -0.1249], [0.0503, 0.0667, 0.0354], [-0.0792, 0.0217, 0.0142], [0.0798, -0.0606, -0.0262], [0.0791, -0.0288, -0.0056], [-0.1292, -0.0433, 0.0373], [0.0593, 0.0911, 0.0785], [-0.0294, -0.0796, -0.0830], [0.0238, -0.0217, -0.0689], [0.0114, -0.0108, -0.0051], [0.0341, 0.0395, 0.0442], [0.0376, 0.0065, -0.0240], [-0.0111, -0.0257, -0.0279], [-0.0252, -0.0183, 0.0025], [0.0284, 0.1250, 0.0383], [0.0008, 0.0299, 0.0065], [0.0070, 0.0016, 0.0048], [-0.0003, 0.0102, 0.0118], [0.0036, -0.0272, -0.0023], [0.0087, 0.0040, 0.0071], [-0.0013, 0.0176, 0.0276], [-0.0056, 0.0029, 0.0063], [-0.0123, 0.0252, 0.0299], [-0.0010, -0.0079, 0.0035], [0.0115, 0.0007, 0.0014], [-0.0283, 0.0119, -0.0017], [-0.0131, -0.0082, 0.0079], [-0.0026, 0.0292, 0.0061], [-0.0110, 0.0170, 0.0097], [0.0014, -0.0020, -0.0059], [0.0219, -0.0024, -0.0355], [0.0088, -0.0041, 0.0086], [-0.0078, -0.0018, 0.0307], [-0.0057, 0.0035, 0.0045], [-0.0150, 0.0060, 0.0095], [-0.0185, 0.0091, 0.0044], [0.0081, 0.0027, 0.0027], [-0.0004, -0.0082, -0.0060], [-0.0184, -0.0251, 0.0087], [0.0767, -0.0620, -0.0253], [-0.0035, 0.0026, -0.0082], [-0.0047, -0.0324, -0.0161], [0.0050, 0.0007, -0.0177], [-0.0024, -0.0186, 0.0067], [-0.0787, 0.0000, 0.0143], [0.3439, -0.1498, -0.0908], [-0.0769, -0.0188, 0.0146], [-0.0554, -0.0358, -0.0820], [-0.1069, -0.1326, -0.0449], [0.0224, 0.1221, 0.0470]], "lowdin_charge": [0.609, -0.016, -0.336, 0.102, 0.000, -0.823, 0.536, -0.092, 0.036, 0.080, 0.026, 0.083, 0.132, 0.081, -0.118, -0.063, -0.172, -0.087, -0.385, 0.098, -0.237, -0.046, -0.122, -0.127, -0.056, -0.235, 0.133, -0.397, -0.144, -0.058, -0.065, -0.170, -0.083, -0.059, -0.121, -0.110, -0.093, 0.088, 0.080, 0.084, 0.081, 0.084, 0.085, 0.103, 0.088, 0.084, 0.106, 0.087, 0.086, 0.028, 0.085, 0.022, 0.084, 0.082, 0.083, 0.083, 0.080, 0.088, 0.087, 0.062, 0.002, 0.086, 0.083, 0.083, 0.022, -0.504, 0.094, -0.459, 0.065, 0.260, -1.276]}


{"formula": "C39H50N5SSb2W", "method": "ωB97M-V with the def2-TZVPD basis set", "charge": 1, "de_lowest_kcal_mol": 11.5, "orbital_gap_ha": [0.2324, 0.2323], "e_tot_ev": -74434.6596, "largest_force_ev_per_a": 2.7, "species": ["W", "C", "C", "C", "N", "C", "C", "C", "C", "C", "C", "C", "N", "C", "C", "C", "N", "C", "C", "C", "C", "C", "C", "C", "N", "C", "C", "H", "H", "H", "H", "H", "H", "H", "H", "H", "H", "H", "H", "H", "H", "H", "H", "H", "H", "H", "H", "H", "H", "H", "H", "H", "H", "C", "Sb", "C", "C", "C", "C", "C", "C", "C", "C", "C", "Sb", "C", "C", "H", "H", "H", "H", "H", "H", "H", "H", "H", "H", "H", "H", "H", "H", "H", "H", "H", "H", "H", "H", "S", "C", "C", "C", "C", "C", "N", "H", "H", "H", "H"], "positions_angstrom": [[0.165, -0.247, -0.129], [2.892, 3.196, 0.125], [2.336, 3.047, -1.288], [0.845, 2.683, -1.359], [0.540, 1.263, -1.578], [0.491, 0.866, -2.837], [1.074, 1.619, -3.898], [1.178, 1.376, -5.236], [0.678, 0.323, -6.011], [-0.083, -0.712, -5.555], [-0.500, -1.001, -4.249], [-0.235, -0.391, -3.035], [-0.701, -0.896, -1.875], [-2.089, -1.352, -1.911], [-2.973, -0.126, -1.971], [-3.022, 0.580, -0.634], [-1.743, 0.826, 0.031], [-1.812, 1.693, 1.042], [-3.033, 2.089, 1.624], [-3.343, 3.063, 2.563], [-2.568, 4.101, 3.025], [-1.237, 4.302, 2.681], [-0.351, 3.448, 2.064], [-0.503, 2.128, 1.547], [0.498, 1.296, 1.303], [1.816, 1.621, 1.900], [2.946, 1.882, 0.917], [2.305, 3.949, 0.658], [3.900, 3.609, 0.052], [2.918, 2.288, -1.820], [2.485, 3.990, -1.821], [0.362, 3.243, -2.158], [0.352, 3.001, -0.448], [1.561, 2.534, -3.595], [1.741, 2.129, -5.778], [0.894, 0.344, -7.072], [-0.409, -1.424, -6.306], [-1.097, -1.898, -4.174], [-2.289, -1.912, -1.002], [-2.293, -2.026, -2.738], [-3.993, -0.398, -2.245], [-2.595, 0.542, -2.749], [-3.663, -0.024, 0.017], [-3.526, 1.541, -0.761], [-3.891, 1.502, 1.330], [-4.371, 3.039, 2.913], [-3.036, 4.839, 3.665], [-0.808, 5.251, 2.989], [0.641, 3.855, 1.980], [2.102, 0.768, 2.502], [1.730, 2.447, 2.593], [2.996, 1.058, 0.208], [3.871, 1.842, 1.496], [-1.699, -0.222, 3.905], [-1.349, -1.381, 2.143], [-3.330, -2.107, 1.838], [-0.674, -3.101, 3.317], [-1.448, -4.342, 3.001], [-2.570, -4.670, 3.762], [-3.370, -5.758, 3.449], [-3.058, -6.539, 2.345], [-1.927, -6.244, 1.599], [-1.101, -5.166, 1.921], [0.161, -4.938, 1.148], [0.180, -3.366, -0.334], [2.055, -4.076, -1.075], [-0.958, -4.419, -1.822], [-2.430, -0.772, 4.498], [-2.069, 0.778, 3.689], [-0.761, -0.151, 4.455], [-3.683, -2.504, 2.787], [-3.318, -2.914, 1.105], [-3.995, -1.315, 1.504], [-0.849, -2.784, 4.344], [0.399, -3.207, 3.168], [-2.818, -4.052, 4.621], [-4.229, -5.996, 4.064], [-3.679, -7.387, 2.080], [-1.660, -6.874, 0.755], [0.413, -5.819, 0.555], [1.005, -4.710, 1.799], [1.905, -5.124, -1.330], [2.813, -3.996, -0.300], [2.377, -3.533, -1.960], [-0.558, -5.433, -1.879], [-0.831, -3.926, -2.787], [-2.018, -4.458, -1.571], [1.896, -1.453, 1.502], [2.854, -1.311, 0.083], [4.230, -1.560, 0.015], [4.864, -1.430, -1.190], [4.092, -1.114, -2.305], [2.745, -0.894, -2.151], [2.116, -0.942, -0.970], [4.754, -1.837, 0.920], [5.933, -1.583, -1.275], [4.525, -1.047, -3.294], [2.148, -0.702, -3.024]], "forces_ev_per_a": [[-1.4444, -1.9971, 1.0386], [-0.0401, -0.0030, 0.0162], [0.0084, -0.0242, 0.0276], [0.1623, -0.0717, 0.0940], [0.1309, 0.2706, -0.1118], [0.0689, -0.0075, -0.4239], [-0.1001, 0.1899, 0.3074], [0.0030, -0.0308, -0.3010], [0.1570, 0.1826, -0.1588], [-0.1575, -0.2015, 0.0752], [0.0367, 0.1189, -0.0841], [0.2506, -0.0369, -0.6096], [-0.3000, 0.1336, -0.1270], [0.0944, -0.1057, 0.0544], [0.0432, 0.0839, -0.0319], [0.0035, -0.1422, 0.0529], [0.2499, 0.0162, 0.0717], [-0.1699, 0.4023, -0.0545], [0.1747, -0.1047, -0.0901], [-0.0856, 0.1688, 0.0334], [-0.0967, 0.0386, 0.0843], [0.0635, -0.0195, 0.0688], [-0.0911, -0.1939, -0.0184], [-0.2231, 0.2084, 0.3428], [0.3953, 0.9746, 0.0041], [-0.1284, -0.0780, -0.1764], [-0.0649, 0.1129, -0.0874], [0.0389, -0.0015, 0.0288], [0.0048, -0.0171, -0.0273], [0.0289, 0.0176, -0.0146], [-0.0046, -0.0172, -0.0174], [-0.0486, 0.0516, -0.0418], [-0.0479, -0.0143, 0.0587], [0.0001, -0.0065, 0.0434], [-0.0349, -0.0334, -0.0328], [0.0249, 0.0418, 0.0422], [-0.0049, -0.0122, 0.0576], [-0.0272, -0.0403, -0.0209], [-0.0454, -0.1036, 0.1425], [-0.0074, -0.0369, -0.0895], [-0.0422, 0.0253, 0.0104], [-0.0524, 0.0022, -0.0522], [-0.0408, -0.0015, 0.0212], [-0.0585, 0.0625, 0.0067], [0.0121, -0.0857, -0.0099], [0.0392, 0.0298, -0.0318], [0.0085, -0.0322, -0.0452], [0.0126, -0.0346, 0.0132], [0.1687, -0.0072, -0.0324], [-0.0038, -0.1096, 0.0770], [-0.0706, 0.2125, 0.1014], [0.0815, -0.0348, -0.0218], [0.0053, 0.0173, 0.0331], [0.0730, 0.1384, -0.1364], [0.0789, -0.2420, 0.2071], [0.0204, 0.1055, -0.0510], [-0.0342, -0.0039, -0.1787], [-0.0072, 0.0372, 0.0326], [-0.0076, 0.0300, 0.0290], [0.0135, 0.0008, -0.0206], [0.0047, 0.0199, 0.0000], [0.0297, 0.0024, -0.0489], [0.0607, -0.0679, -0.0240], [-0.2035, 0.1182, 0.0472], [0.1848, -0.0777, -0.2252], [-0.0586, 0.0980, -0.0628], [-0.0993, 0.0941, 0.0359], [0.0164, 0.0220, 0.0190], [0.0065, -0.0653, 0.0299], [0.0005, 0.0024, 0.0236], [-0.0450, -0.0043, -0.0150], [-0.0283, -0.0081, 0.0029], [-0.0023, -0.0099, 0.0227], [0.0198, -0.0187, 0.0333], [0.0014, -0.0210, 0.0175], [0.0182, -0.0522, -0.0432], [0.0317, 0.0247, -0.0365], [0.0470, 0.0462, 0.0140], [-0.0124, 0.0249, 0.0755], [0.0140, -0.0195, 0.0505], [0.0335, -0.0391, 0.0195], [0.0166, -0.0113, -0.0002], [0.0157, -0.0170, 0.0139], [0.0082, -0.0196, -0.0003], [-0.0420, 0.0488, -0.0117], [-0.0051, -0.0582, 0.0581], [0.0528, -0.0080, -0.0157], [-0.1160, 0.2233, -0.0610], [0.4207, -0.3609, 0.5390], [-0.2016, -0.0749, 0.2859], [0.1717, 0.0142, -0.1421], [0.0128, -0.0137, -0.2244], [0.1024, 0.0078, -0.5623], [0.6352, 0.2537, 0.1680], [-0.0294, 0.0342, -0.0259], [-0.0495, -0.0149, -0.0142], [-0.0124, 0.0007, 0.0497], [-0.0131, 0.1042, -0.0701]], "lowdin_charge": [1.214, -0.178, -0.171, -0.177, -0.084, -0.248, -0.003, -0.050, -0.079, -0.057, 0.005, -0.269, -0.233, -0.261, -0.142, -0.221, -0.137, -0.296, -0.039, -0.076, -0.089, -0.062, -0.012, -0.271, -0.150, -0.237, -0.168, 0.103, 0.113, 0.110, 0.118, 0.120, 0.092, 0.094, 0.117, 0.110, 0.115, 0.099, 0.064, 0.096, 0.126, 0.119, 0.087, 0.129, 0.097, 0.115, 0.107, 0.115, 0.086, 0.045, 0.107, 0.073, 0.123, -0.255, 1.347, -0.261, -0.286, -0.303, -0.070, -0.076, -0.076, -0.046, -0.279, -0.297, 1.358, -0.265, -0.280, 0.019, -0.010, 0.021, 0.011, 0.019, -0.002, 0.062, 0.021, 0.117, 0.107, 0.106, 0.113, 0.065, 0.063, 0.020, 0.015, 0.010, 0.014, -0.002, 0.013, 0.621, -0.798, -0.082, -0.045, -0.043, -0.132, -0.157, 0.119, 0.119, 0.114, 0.100]}